Record 1
{"formula": "C44H59CrN4PS2", "method": "the ωB97M-V functional and the def2-TZVPD basis", "elements": ["Cr", "S", "C", "C", "C", "C", "C", "C", "N", "C", "C", "C", "C", "C", "C", "C", "H", "H", "H", "H", "H", "H", "H", "H", "C", "C", "C", "P", "C", "C", "C", "C", "C", "C", "C", "C", "C", "C", "N", "C", "C", "C", "C", "C", "C", "C", "C", "C", "H", "H", "H", "H", "H", "H", "H", "H", "H", "H", "H", "H", "H", "H", "H", "H", "H", "H", "H", "H", "H", "H", "H", "H", "H", "H", "H", "H", "H", "H", "H", "C", "C", "C", "C", "N", "C", "S", "N", "C", "C", "C", "C", "H", "H", "H", "H", "H", "H", "H", "H", "H", "H", "H", "H", "H", "H", "H", "H", "H", "H", "H", "H"], "positions_angstrom": [[0.0954, -1.0913, 1.4965], [-0.9012, 1.1530, 5.1990], [-2.0761, 1.7553, 4.0757], [-2.9844, 2.7944, 4.2581], [-3.8798, 3.0551, 3.2416], [-3.8763, 2.2798, 2.0757], [-2.9674, 1.2575, 1.8962], [-2.0336, 1.0060, 2.9002], [-1.0381, 0.0171, 2.9062], [-0.4284, -0.0358, 4.0676], [0.5311, -1.1114, 4.3176], [1.0596, -1.3715, 5.5735], [1.8601, -2.4881, 5.7546], [2.1056, -3.3319, 4.6810], [1.5855, -3.0417, 3.4218], [0.8003, -1.9187, 3.2028], [-2.9950, 3.3692, 5.1756], [-4.5989, 3.8562, 3.3556], [-4.6043, 2.4841, 1.3005], [-2.9574, 0.6668, 0.9919], [0.8354, -0.7182, 6.4110], [2.2723, -2.7122, 6.7300], [2.7165, -4.2158, 4.8199], [1.8242, -3.6960, 2.6035], [2.0513, -5.1597, 0.3779], [2.5436, -3.7851, -0.0946], [3.7975, -3.3365, 0.6617], [1.2137, -2.4774, -0.2014], [0.0888, -3.3772, -1.4073], [-0.1802, -2.7212, -2.7589], [-1.2121, -3.7884, -0.7100], [2.1221, -1.0942, -0.9201], [2.8576, -1.1898, -2.1055], [3.6585, -0.1622, -2.5626], [4.4364, -0.2684, -3.8525], [3.7398, 0.9802, -1.7589], [3.0528, 1.0896, -0.5662], [2.2139, 0.0550, -0.1177], [1.4850, 0.1673, 1.0678], [1.8574, 1.1807, 2.0208], [2.8848, 0.9150, 2.9443], [3.7627, -0.3007, 2.8137], [3.1420, 1.8309, 3.9571], [2.4456, 3.0281, 4.0568], [2.7135, 3.9911, 5.1863], [1.5175, 3.3186, 3.0641], [1.2252, 2.4251, 2.0339], [0.3204, 2.8566, 0.9065], [2.8879, -5.8617, 0.3659], [1.2744, -5.5751, -0.2646], [1.6569, -5.1445, 1.3910], [2.8063, -3.8872, -1.1514], [3.6843, -3.4546, 1.7402], [4.0517, -2.2960, 0.4591], [4.6446, -3.9527, 0.3517], [0.6378, -4.2971, -1.6006], [-0.9257, -1.9363, -2.6662], [-0.5648, -3.4787, -3.4473], [0.7083, -2.2827, -3.2076], [-1.7684, -2.9118, -0.3769], [-1.0214, -4.4275, 0.1573], [-1.8471, -4.3492, -1.4001], [2.8145, -2.1052, -2.6890], [4.1360, -1.1461, -4.4256], [5.5094, -0.3451, -3.6631], [4.2813, 0.6123, -4.4789], [4.3717, 1.8038, -2.0772], [3.1524, 1.9823, 0.0413], [3.1853, -1.2054, 2.6446], [4.3730, -0.4364, 3.7078], [4.4368, -0.1856, 1.9594], [3.9213, 1.6046, 4.6809], [3.7806, 4.0615, 5.4012], [2.2167, 3.6652, 6.1049], [2.3460, 4.9886, 4.9466], [1.0125, 4.2801, 3.0728], [0.0915, 3.9192, 0.9962], [-0.6175, 2.3089, 0.8808], [0.8074, 2.6852, -0.0580], [-7.5822, 1.7367, -2.9580], [-6.5272, 0.7615, -3.4693], [-5.3645, 0.6008, -2.4965], [-4.3334, -0.4080, -2.9923], [-3.1923, -0.5735, -2.0938], [-2.1601, 0.2819, -1.9664], [-0.9994, 0.1002, -0.7426], [-2.0599, 1.2696, -2.8564], [-1.0318, 2.3219, -2.8569], [-0.6748, 2.7826, -4.2692], [0.3679, 1.9205, -4.9856], [-0.1321, 0.5401, -5.4075], [-8.4031, 1.8373, -3.6687], [-7.1551, 2.7299, -2.7988], [-8.0025, 1.3955, -2.0092], [-6.1454, 1.1061, -4.4355], [-6.9852, -0.2166, -3.6454], [-5.7396, 0.2685, -1.5232], [-4.8812, 1.5704, -2.3330], [-3.9718, -0.1354, -3.9871], [-4.7936, -1.3888, -3.1034], [-3.2821, -1.2312, -1.3388], [-2.8228, 1.3970, -3.5017], [-0.1522, 1.9229, -2.3554], [-1.3949, 3.1630, -2.2633], [-0.2930, 3.8012, -4.1829], [-1.5840, 2.8490, -4.8809], [1.2386, 1.8100, -4.3299], [0.7076, 2.4605, -5.8723], [-0.4437, -0.0538, -4.5475], [0.6515, -0.0172, -5.9258], [-0.9845, 0.6251, -6.0893]], "forces_ev_per_angstrom": [[-0.008, 0.322, 0.022], [0.034, 0.059, 0.154], [0.023, 0.032, 0.063], [0.001, -0.008, 0.029], [0.009, -0.003, -0.002], [-0.010, 0.008, 0.007], [0.035, 0.001, -0.083], [0.216, -0.093, -0.064], [-0.357, 0.138, -0.104], [0.131, -0.097, -0.002], [-0.139, 0.123, -0.077], [0.002, 0.063, 0.117], [0.012, -0.045, 0.007], [-0.002, 0.022, -0.021], [-0.021, 0.067, 0.114], [0.011, -0.096, 0.024], [0.001, -0.020, -0.040], [0.018, -0.037, -0.013], [0.016, 0.000, 0.019], [-0.002, 0.010, 0.008], [0.021, -0.043, -0.022], [-0.006, 0.027, -0.027], [-0.019, 0.009, 0.000], [-0.013, -0.089, -0.055], [0.049, 0.024, -0.088], [-0.016, -0.004, 0.326], [-0.026, -0.044, -0.016], [0.026, -0.337, -0.354], [0.010, 0.082, 0.014], [-0.047, 0.036, 0.019], [0.141, -0.051, 0.010], [0.046, -0.175, -0.066], [-0.074, -0.095, -0.024], [0.083, 0.070, -0.093], [-0.039, 0.027, 0.116], [-0.001, 0.022, 0.034], [0.037, 0.054, -0.011], [-0.086, 0.116, 0.270], [0.016, -0.015, -0.224], [0.217, -0.358, 0.002], [-0.019, -0.091, -0.005], [-0.052, 0.043, -0.023], [0.041, -0.041, 0.031], [-0.057, 0.098, -0.002], [-0.043, -0.072, -0.059], [-0.033, 0.020, -0.030], [-0.114, 0.180, -0.030], [0.071, -0.001, 0.111], [-0.015, 0.030, -0.008], [0.040, -0.002, 0.029], [-0.006, 0.013, 0.066], [0.058, 0.056, -0.091], [0.011, 0.034, -0.064], [-0.007, -0.016, -0.034], [-0.038, 0.000, 0.027], [0.088, 0.001, -0.116], [-0.024, 0.049, -0.022], [-0.019, 0.041, 0.035], [0.014, -0.009, 0.008], [-0.050, 0.087, 0.031], [-0.029, 0.071, -0.016], [0.024, 0.009, 0.012], [-0.032, 0.021, 0.025], [-0.003, 0.016, 0.025], [-0.027, 0.001, 0.004], [-0.007, -0.023, 0.010], [-0.027, -0.018, 0.024], [0.027, -0.041, -0.052], [-0.011, 0.003, 0.007], [-0.037, 0.010, -0.044], [-0.009, 0.012, 0.017], [-0.048, 0.020, -0.062], [-0.027, -0.008, -0.012], [0.017, 0.002, -0.054], [0.008, -0.007, 0.009], [0.026, -0.019, 0.002], [0.017, -0.017, 0.002], [-0.064, -0.059, 0.032], [-0.055, 0.006, 0.058], [0.012, -0.010, -0.011], [-0.016, 0.025, 0.031], [0.016, 0.000, 0.017], [0.066, 0.005, 0.059], [-0.140, 0.094, 0.007], [-0.206, -0.215, 0.080], [0.239, 0.153, -0.020], [0.213, 0.200, 0.051], [-0.078, -0.130, -0.108], [-0.027, -0.094, -0.005], [-0.069, -0.067, 0.027], [0.010, 0.034, 0.003], [0.029, 0.000, 0.028], [-0.016, -0.040, 0.000], [0.018, 0.019, -0.031], [-0.012, -0.026, -0.005], [0.010, 0.018, -0.021], [0.014, 0.030, -0.001], [-0.026, -0.003, 0.032], [0.023, -0.051, -0.031], [-0.005, -0.033, -0.012], [0.021, -0.066, -0.009], [0.031, -0.004, -0.059], [0.011, -0.017, 0.021], [-0.032, 0.004, 0.041], [0.002, 0.008, -0.014], [0.023, 0.052, 0.027], [-0.009, 0.017, -0.035], [0.021, -0.004, 0.024], [0.007, -0.031, 0.028], [-0.051, 0.044, 0.021], [0.043, -0.012, 0.050]], "total_charge": 1, "e_homo_ha": [-0.34951, -0.35871], "max_force_ev_per_a": 0.49, "lumo_ha": [-0.1164, -0.1005], "total_energy_ha": -4113.1629, "s_squared": 3.83, "multiplicity": 4}



Record 2
{"formula": "C44H60As2IrN3Sb2", "method": "the ωB97M-V functional and the def2-TZVPD basis", "elements": ["Ir", "C", "C", "As", "C", "C", "C", "C", "C", "C", "C", "C", "C", "C", "C", "C", "As", "C", "C", "C", "C", "C", "C", "C", "C", "C", "C", "C", "C", "H", "H", "H", "H", "H", "H", "H", "H", "H", "H", "H", "H", "H", "H", "H", "H", "H", "H", "H", "H", "H", "H", "H", "H", "N", "C", "C", "C", "N", "C", "C", "N", "C", "H", "H", "H", "H", "H", "H", "H", "H", "H", "H", "H", "H", "H", "H", "H", "H", "C", "Sb", "C", "C", "C", "C", "C", "C", "C", "C", "C", "Sb", "C", "C", "H", "H", "H", "H", "H", "H", "H", "H", "H", "H", "H", "H", "H", "H", "H", "H", "H", "H", "H", "H"], "positions_angstrom": [[0.1587, 0.1470, 1.4441], [0.7721, -2.0771, -4.3307], [1.8036, -2.6648, -3.3877], [1.4269, -2.2623, -1.4980], [2.7814, -3.3634, -0.6561], [4.1044, -2.9550, -0.8219], [5.1404, -3.7224, -0.3098], [4.8619, -4.8943, 0.3796], [3.5483, -5.2984, 0.5573], [2.5066, -4.5324, 0.0472], [-0.2063, -3.2748, -1.2169], [-0.4807, -4.5259, -1.7673], [-1.6824, -5.1670, -1.4936], [-2.6250, -4.5598, -0.6645], [-2.3498, -3.3127, -0.1138], [-1.1352, -2.6906, -0.3920], [0.3805, -0.2078, -3.8681], [2.0924, 0.6456, -3.9074], [2.8426, 0.5992, -5.0818], [4.1065, 1.1658, -5.1045], [4.6123, 1.7837, -3.9692], [3.8589, 1.8384, -2.8075], [2.5964, 1.2636, -2.7704], [-0.6502, 0.5076, -5.2750], [-0.2940, 1.7202, -5.8798], [-1.0242, 2.1730, -6.9636], [-2.1241, 1.4528, -7.4139], [-2.5017, 0.2662, -6.7916], [-1.7798, -0.2019, -5.7114], [-0.1574, -2.6485, -4.3368], [1.1362, -2.0077, -5.3603], [2.8046, -2.2804, -3.5970], [1.8409, -3.7536, -3.4748], [4.3367, -2.0434, -1.3627], [6.1645, -3.4095, -0.4535], [5.6693, -5.4934, 0.7733], [3.3356, -6.2243, 1.0736], [1.4858, -4.8802, 0.1640], [0.2357, -5.0097, -2.4167], [-1.8932, -6.1289, -1.9373], [-3.5676, -5.0506, -0.4676], [-3.1029, -2.7999, 0.4768], [-0.8971, -1.7235, 0.0408], [2.4522, 0.1309, -5.9773], [4.6943, 1.1285, -6.0102], [5.5957, 2.2272, -3.9946], [4.2565, 2.3312, -1.9328], [2.0036, 1.3041, -1.8592], [0.5649, 2.2795, -5.5329], [-0.7355, 3.0861, -7.4640], [-2.6985, 1.8231, -8.2509], [-3.3549, -0.2874, -7.1562], [-2.0742, -1.1267, -5.2294], [-1.6916, -3.7478, 2.9096], [-0.6810, -2.6249, 2.9808], [0.6977, -3.2008, 2.7207], [1.7982, -2.1496, 2.8453], [1.7800, -1.1722, 1.7383], [1.7044, -1.3832, 4.1525], [0.3123, -0.8049, 4.3886], [0.0521, 0.3272, 3.4430], [-0.7570, -1.9007, 4.3118], [-1.8369, -4.0312, 1.9159], [-2.6032, -3.4735, 3.2931], [-1.3803, -4.5732, 3.4381], [-0.9472, -1.9234, 2.1748], [0.7313, -3.6738, 1.7362], [0.9280, -3.9710, 3.4612], [2.7488, -2.6922, 2.8111], [1.9358, -1.6666, 0.8478], [2.5958, -0.5652, 1.8364], [2.4572, -0.5946, 4.1872], [1.9447, -2.0553, 4.9768], [0.2833, -0.3978, 5.4040], [0.7589, 1.0418, 3.6258], [-0.8387, 0.7620, 3.6708], [-1.7539, -1.4865, 4.4759], [-0.5525, -2.5876, 5.1363], [-0.2147, 4.4380, 5.2458], [-0.3860, 5.3675, 3.3521], [1.0903, 4.1355, 2.4526], [-3.3289, 2.9640, 4.2683], [-3.2655, 4.1355, 3.5378], [-3.4712, 5.3895, 4.2083], [-3.5599, 6.5697, 3.5159], [-3.3800, 6.5709, 2.1255], [-3.1024, 5.3881, 1.4521], [-3.0691, 4.1514, 2.1072], [-3.1963, 2.9132, 1.2752], [-1.5643, 1.7791, 0.4084], [-2.7983, 0.7932, -1.0041], [-0.7227, 3.3088, -0.7933], [0.7590, 3.9742, 5.3810], [-1.0054, 3.6948, 5.3423], [-0.3717, 5.1867, 6.0194], [1.3507, 4.5165, 1.4701], [0.7556, 3.0969, 2.3542], [1.9707, 4.1746, 3.0948], [-3.5638, 2.9887, 5.3202], [-3.2123, 1.9963, 3.8055], [-3.6490, 5.3730, 5.2765], [-3.7859, 7.4894, 4.0373], [-3.4710, 7.4938, 1.5685], [-3.0167, 5.4062, 0.3736], [-3.7235, 3.1985, 0.3638], [-3.8095, 2.1671, 1.7753], [-3.0619, 1.4882, -1.7968], [-3.7048, 0.4503, -0.5115], [-2.2772, -0.0641, -1.4313], [-1.5083, 3.7461, -1.4034], [0.0429, 2.8906, -1.4432], [-0.2709, 4.0774, -0.1759]], "forces_ev_per_angstrom": [[0.487, -0.467, -0.866], [0.069, 0.292, -0.416], [0.060, -0.067, -0.056], [-0.185, 0.368, -0.200], [-0.035, -0.121, -0.075], [0.079, 0.023, 0.091], [-0.009, 0.076, 0.017], [0.026, 0.027, 0.019], [-0.091, 0.004, 0.061], [0.039, -0.118, -0.019], [0.487, -0.329, -0.152], [-0.154, -0.083, -0.059], [0.047, 0.134, 0.051], [0.137, -0.025, -0.027], [-0.057, -0.065, -0.059], [-0.486, 0.173, 0.317], [-0.584, -0.003, 1.420], [-0.008, -0.183, -0.399], [0.176, 0.085, 0.125], [0.019, -0.010, -0.073], [0.018, -0.007, -0.039], [-0.036, -0.001, 0.053], [0.016, 0.046, -0.011], [-0.036, 0.041, -0.526], [-0.111, -0.241, -0.022], [-0.070, 0.084, 0.052], [-0.049, 0.010, -0.060], [-0.044, 0.078, 0.043], [0.240, 0.119, -0.051], [0.007, 0.117, 0.040], [0.072, -0.348, 0.070], [-0.073, -0.003, 0.059], [0.071, 0.066, -0.026], [-0.005, 0.013, -0.036], [0.050, 0.007, -0.019], [0.055, -0.053, 0.001], [-0.012, -0.035, 0.029], [0.031, -0.040, -0.097], [0.061, -0.047, -0.045], [-0.010, -0.064, -0.002], [-0.070, -0.020, -0.038], [-0.058, 0.021, 0.001], [-0.180, 0.194, 0.016], [-0.035, -0.010, 0.004], [0.048, 0.015, -0.038], [0.087, 0.044, -0.007], [0.047, 0.043, 0.077], [0.034, -0.070, -0.063], [0.044, -0.018, -0.010], [-0.012, 0.048, -0.011], [0.007, -0.016, -0.067], [-0.039, -0.009, -0.007], [0.025, -0.030, 0.006], [-0.047, -0.246, 0.006], [-0.109, 0.016, -0.165], [-0.036, 0.107, -0.131], [0.322, -0.177, 0.080], [0.041, 0.016, -0.394], [-0.142, -0.112, 0.132], [0.078, -0.263, 0.187], [-0.301, 0.628, 0.528], [0.086, 0.075, -0.116], [0.059, 0.125, 0.288], [0.125, -0.041, -0.125], [-0.048, 0.123, -0.075], [-0.038, -0.214, 0.153], [0.033, 0.067, 0.056], [-0.041, -0.089, 0.046], [-0.020, 0.111, -0.026], [-0.012, 0.117, 0.290], [0.029, -0.110, -0.012], [0.066, 0.073, -0.010], [-0.039, -0.001, 0.068], [-0.024, 0.107, -0.117], [-0.001, 0.006, 0.184], [0.050, -0.139, 0.170], [-0.064, 0.077, 0.024], [-0.035, -0.041, 0.047], [0.039, 0.120, 0.058], [0.495, 0.086, 0.043], [-0.132, 0.107, -0.137], [-0.150, 0.810, -0.560], [0.150, -0.702, 0.566], [-0.389, 0.509, 0.070], [-0.089, -0.162, 0.416], [-0.008, -0.201, -0.098], [0.078, -0.082, 0.018], [-0.338, -0.306, -0.903], [-0.115, 0.367, 0.301], [0.343, -0.237, -0.126], [0.004, 0.007, 0.022], [-0.071, -0.027, 0.058], [0.031, -0.045, -0.024], [-0.012, -0.120, 0.040], [-0.036, 0.041, 0.094], [0.036, -0.016, -0.085], [0.016, -0.023, 0.024], [0.056, -0.061, 0.082], [0.040, 0.007, 0.209], [0.002, -0.090, -0.057], [0.091, 0.021, 0.057], [0.008, 0.029, 0.011], [-0.030, 0.033, -0.022], [0.014, 0.009, -0.038], [-0.024, -0.067, -0.022], [-0.049, 0.001, 0.009], [-0.026, 0.036, -0.074], [-0.082, -0.053, 0.034], [0.079, 0.077, 0.021], [-0.046, 0.038, -0.087], [0.023, -0.080, -0.023], [0.066, 0.114, 0.056]], "total_charge": 4, "e_homo_ha": [-0.54737, -0.54744], "max_force_ev_per_a": 1.54, "lumo_ha": [-0.4906, -0.4905], "total_energy_ha": -6931.7053}